Density functional theory data (ωB97M-V/def2-TZVPD) for C27H32Cl2N3OP2V as an isolated structure.

Each line ends with the Löwdin charge.
Positions of all 68 atoms, in Å:
V1 -0.18 -0.11 -0.18  0.82
Cl1 -1.33 -3.93 -2.60  0.82
C1 -1.83 -2.31 -2.83  -0.57
C2 -2.53 -1.96 -4.00  -0.08
C3 -2.97 -0.69 -4.20  -0.58
Cl2 -3.85 -0.30 -5.63  0.80
C4 -2.72 0.33 -3.24  -0.15
C5 -3.16 1.66 -3.34  0.04
C6 -2.88 2.56 -2.34  0.00
C7 -2.10 2.15 -1.26  -0.08
N1 -1.66 0.91 -1.13  -0.02
C8 -2.00 -0.03 -2.08  -0.15
C9 -1.58 -1.37 -1.86  -0.33
O1 -0.97 -1.65 -0.68  -0.21
H1 -2.73 -2.73 -4.74  0.12
H2 -3.74 1.97 -4.20  0.11
H3 -3.22 3.58 -2.39  0.13
H4 -1.81 2.85 -0.48  0.13
C10 -1.73 1.39 2.79  -0.20
P1 -0.34 0.39 2.19  0.98
C11 1.16 1.40 2.49  -0.39
N2 1.17 2.07 3.62  0.15
C12 2.28 2.76 3.94  -0.19
C13 2.34 3.49 5.15  0.01
C14 3.48 4.15 5.48  -0.03
C15 4.62 4.12 4.63  -0.03
C16 4.59 3.43 3.45  0.01
C17 3.42 2.73 3.08  -0.18
N3 3.37 2.06 1.91  0.16
C18 2.27 1.42 1.61  -0.40
P2 2.24 0.60 -0.03  0.98
C19 3.55 -0.64 0.01  -0.20
C20 2.66 1.84 -1.33  -0.72
C21 2.34 1.18 -2.68  -0.08
C22 4.13 2.26 -1.30  -0.07
C23 1.75 3.05 -1.12  -0.08
C24 -0.20 -1.14 3.19  -0.71
C25 0.98 -1.93 2.62  -0.08
C26 -1.51 -1.92 3.01  -0.07
C27 0.03 -0.83 4.67  -0.06
H5 -1.59 1.60 3.85  0.06
H6 -2.66 0.85 2.63  0.06
H7 -1.76 2.34 2.25  0.05
H8 1.46 3.49 5.79  0.12
H9 3.54 4.71 6.41  0.12
H10 5.51 4.65 4.92  0.12
H11 5.44 3.39 2.79  0.12
H12 4.47 -0.17 0.36  0.07
H13 3.71 -1.05 -0.99  0.06
H14 3.29 -1.46 0.69  0.04
H15 3.01 0.35 -2.90  0.09
H16 2.46 1.91 -3.47  0.10
H17 1.30 0.81 -2.73  0.06
H18 4.80 1.42 -1.46  0.09
H19 4.39 2.75 -0.36  0.07
H20 4.30 2.97 -2.12  0.10
H21 0.69 2.80 -1.27  0.06
H22 1.99 3.82 -1.86  0.10
H23 1.87 3.50 -0.14  0.08
H24 0.83 -2.20 1.57  0.07
H25 1.07 -2.88 3.16  0.11
H26 1.92 -1.40 2.74  0.08
H27 -1.74 -2.11 1.96  0.08
H28 -2.35 -1.42 3.47  0.09
H29 -1.40 -2.89 3.50  0.11
H30 0.96 -0.29 4.84  0.08
H31 0.09 -1.78 5.21  0.10
H32 -0.78 -0.26 5.10  0.09

## Properties
Relative energy (zero: lowest compared OMol25 entry of this formula, charge and spin), kcal/mol: 0.0
Highest occupied orbital energy (spin up / spin down), eV: -14.135 / -14.132
Total charge: +2
Spin multiplicity: 3